No. 1
Here is a single C19H24N4O3S molecule at a distorted geometry from the Open Molecules 2025 dataset. Energies are from the ωB97M-V functional and the def2-TZVPD basis.

Geometry as XYZ:
```
51
Properties=species:S:1:pos:R:3:mulliken_charge:R:1
C 0.65 3.43 -2.39 -1.130
C 1.82 2.63 -2.91 0.615
S 1.31 1.28 -4.04 -0.208
C 0.67 0.15 -2.91 0.393
N 0.15 -1.01 -3.18 -0.690
N -0.17 -1.56 -1.99 -0.324
C 0.16 -0.72 -1.07 0.080
C 0.11 -0.91 0.41 0.181
C 1.39 -1.67 0.84 -1.113
C 2.56 -1.21 0.04 0.628
C 3.17 -1.90 -0.97 -1.074
N 4.13 -1.12 -1.56 0.069
C 4.14 0.11 -0.96 -0.572
C 4.90 1.24 -1.22 -0.802
C 4.67 2.36 -0.45 -0.573
C 3.71 2.35 0.56 -0.890
C 2.95 1.24 0.83 -0.214
C 3.16 0.09 0.06 1.438
N -1.08 -1.60 0.82 -0.190
C -2.14 -0.94 1.36 0.691
O -2.07 0.21 1.75 -0.664
O -3.19 -1.75 1.43 -0.498
C -4.43 -1.31 2.04 1.674
C -4.20 -0.95 3.51 -1.630
C -5.35 -2.52 1.92 -1.709
C -5.00 -0.12 1.26 -1.620
O 0.70 0.41 -1.59 0.084
H 0.00 2.81 -1.76 0.252
H 1.01 4.26 -1.79 0.345
H 0.06 3.83 -3.21 0.347
H 2.47 3.25 -3.53 0.454
H 2.40 2.18 -2.11 -0.648
H 0.08 0.08 0.88 0.472
H 1.55 -1.51 1.91 0.290
H 1.23 -2.73 0.66 0.341
H 2.99 -2.90 -1.31 0.429
H 4.72 -1.40 -2.33 0.180
H 5.65 1.24 -2.00 0.393
H 5.25 3.25 -0.63 0.392
H 3.56 3.25 1.14 0.410
H 2.21 1.25 1.62 0.444
H -1.27 -2.49 0.37 0.367
H -5.15 -0.71 3.97 0.460
H -3.76 -1.79 4.03 0.377
H -3.54 -0.10 3.58 0.344
H -4.93 -3.37 2.45 0.401
H -5.48 -2.80 0.87 0.403
H -6.33 -2.29 2.34 0.416
H -4.34 0.73 1.35 0.346
H -5.12 -0.38 0.21 0.377
H -5.98 0.14 1.67 0.457
```

Summary:
HOMO: -8.2 eV
Electronic energy: -1581.38607 Ha
Strongest force on any atom: 0.0324 hartree/bohr
SMILES string: CCSc1nnc([C@H](Cc2c[nH]c3ccccc23)NC(=O)OC(C)(C)C)o1
Spin multiplicity: 1
Orbital gap: 8.825 eV
Energy relative to the best compared isomer or geometry (same formula, charge and spin): 24.3 kcal/mol



No. 2
Here is a molecular structure, C2H2F2NdO2 at a distorted geometry from the Open Molecules 2025 dataset. Energies are from the ωB97M-V functional and the def2-TZVPD basis.

Geometry as XYZ:
```
9
Properties=species:S:1:pos:R:3:mulliken_spin:R:1
F -0.03 -0.45 1.41 0.001
H -0.66 1.00 -1.77 -0.003
O 1.03 0.25 -0.90 -0.026
O 1.08 -1.28 0.87 -0.123
C -0.16 0.60 -0.88 0.003
C -1.04 -0.05 0.14 -0.002
F -1.94 0.73 0.65 0.000
H -1.31 -1.09 -0.09 0.001
Nd 3.01 0.29 0.57 3.149
```

Summary:
HOMO (spin up / spin down): -24.5 / -24.9 eV
Electronic energy: -987.46494 Ha
Net charge: +3
Strongest force on any atom: 0.0606 hartree/bohr
Spin multiplicity: 4
Orbital gap (spin up / spin down): 5.952 / 8.794 eV



No. 3
Here is 5 unconnected molecules or ions with the total composition C41H84BIO13P from the Open Molecules 2025 dataset. Energies are from the ωB97M-V functional and the def2-TZVPD basis.

Geometry as XYZ:
```
141
Properties=species:S:1:pos:R:3:mulliken_charge:R:1
C -0.85 4.74 1.22 -0.822
C 0.46 4.73 1.34 -0.308
C 1.23 3.69 2.10 -1.495
C 1.70 2.43 1.31 1.742
C 1.90 1.35 2.42 -1.520
C 0.60 0.65 2.83 -0.786
C 0.32 -0.71 2.17 -0.181
C 0.26 -1.87 3.16 -0.890
C -0.35 -3.15 2.54 -0.850
C -1.23 -3.95 3.49 -1.197
C -2.43 -3.18 4.05 -0.647
C -3.17 -2.35 3.00 0.170
C -4.63 -2.06 3.36 0.114
C -4.78 -0.85 4.29 -1.253
C -4.55 0.50 3.59 -0.459
C -5.80 1.40 3.50 -0.838
C -6.41 1.41 2.09 -0.422
C -5.72 2.42 1.18 -0.951
O 0.67 2.06 0.45 0.373
P 1.18 1.17 -1.01 -0.430
B 1.79 0.41 -2.71 0.823
O 3.05 0.61 -3.26 -0.257
O 0.89 -0.35 -3.47 -0.464
C 1.40 -1.52 -4.09 -0.698
O 2.78 1.97 -0.76 0.088
C 2.98 2.64 0.41 0.171
C 3.42 4.12 0.11 -2.033
C 3.40 4.48 -1.37 -0.084
C 2.02 4.62 -2.01 -0.581
I 4.45 6.41 -1.51 -0.069
O 4.11 2.09 1.13 -0.453
C 5.11 1.52 0.31 -0.150
C 4.86 0.06 -0.08 -0.350
H -1.35 5.50 0.63 0.275
H -1.47 3.97 1.67 0.220
H 1.01 5.54 0.87 0.380
H 2.09 4.13 2.60 0.285
H 0.57 3.31 2.89 0.746
H 2.30 1.87 3.30 0.611
H 2.66 0.61 2.15 0.397
H 0.67 0.47 3.91 0.434
H -0.25 1.32 2.68 0.186
H -0.60 -0.69 1.59 0.313
H 1.12 -0.92 1.45 0.173
H -0.28 -1.57 4.06 0.452
H 1.28 -2.10 3.49 0.475
H 0.46 -3.80 2.19 0.580
H -0.91 -2.87 1.65 0.338
H -0.62 -4.29 4.33 0.357
H -1.60 -4.85 2.98 0.348
H -2.08 -2.52 4.85 0.397
H -3.14 -3.88 4.51 0.422
H -2.66 -1.39 2.86 -0.487
H -3.14 -2.88 2.04 0.542
H -5.07 -2.93 3.85 0.401
H -5.22 -1.87 2.46 -0.407
H -4.07 -0.95 5.12 0.348
H -5.77 -0.86 4.75 0.563
H -4.20 0.30 2.57 0.343
H -3.75 1.05 4.09 0.484
H -6.54 1.07 4.23 0.325
H -5.51 2.43 3.73 0.356
H -6.32 0.41 1.66 0.147
H -7.49 1.62 2.16 0.395
H -5.87 2.19 0.12 0.409
H -4.65 2.42 1.37 0.123
H -6.09 3.43 1.38 0.156
H 0.65 2.31 -1.77 -0.233
H -0.08 0.48 -1.07 -0.212
H 1.70 0.07 -0.19 -0.634
H 3.07 1.16 -4.05 0.192
H 1.99 -2.12 -3.38 0.273
H 2.03 -1.28 -4.95 0.235
H 0.55 -2.11 -4.43 0.236
H 4.44 4.20 0.46 0.577
H 2.85 4.86 0.66 0.659
H 4.04 3.82 -1.95 0.319
H 1.91 3.88 -2.80 -0.006
H 1.87 5.60 -2.47 0.447
H 1.23 4.42 -1.28 0.036
H 6.03 1.59 0.90 0.486
H 5.27 2.13 -0.59 0.087
H 3.86 -0.24 0.24 -0.094
H 5.58 -0.61 0.41 0.396
H 4.91 -0.08 -1.16 -0.199
O 4.27 1.16 -5.80 -0.591
C 5.41 0.80 -5.75 0.760
O 5.84 -0.08 -6.68 -0.350
C 7.22 -0.46 -6.78 -0.496
C 7.59 -1.58 -5.84 -0.714
C 6.33 1.25 -4.64 -0.942
H 7.86 0.41 -6.66 0.365
H 7.32 -0.79 -7.82 0.330
H 7.47 -1.27 -4.80 0.275
H 8.62 -1.88 -5.99 0.217
H 6.96 -2.45 -6.00 0.277
H 6.14 0.61 -3.78 0.169
H 6.05 2.27 -4.38 0.348
H 7.39 1.22 -4.89 0.378
O -7.06 -5.58 4.22 -0.563
C -7.29 -5.42 3.05 0.777
O -7.04 -4.21 2.50 -0.272
C -7.12 -3.96 1.10 -0.328
C -8.53 -3.63 0.66 -1.101
C -7.92 -6.50 2.21 -1.043
H -6.69 -4.79 0.53 0.350
H -6.47 -3.10 0.95 0.324
H -9.21 -4.47 0.81 0.297
H -8.54 -3.38 -0.40 0.376
H -8.91 -2.78 1.22 0.313
H -9.00 -6.47 2.36 0.275
H -7.55 -7.46 2.57 0.302
H -7.71 -6.43 1.14 0.324
O -7.69 3.98 4.09 -0.499
C -8.50 4.54 3.41 0.813
O -8.12 4.97 2.19 -0.323
C -9.03 5.50 1.23 -0.434
C -9.29 6.98 1.43 -1.045
C -9.89 4.84 3.91 -1.171
H -9.96 4.92 1.22 0.364
H -8.55 5.33 0.27 0.366
H -9.76 7.18 2.39 0.267
H -9.94 7.36 0.64 0.369
H -8.34 7.52 1.40 0.318
H -9.86 5.76 4.49 0.283
H -10.19 4.03 4.56 0.316
H -10.64 4.95 3.13 0.381
O 9.33 -4.12 -6.52 -0.553
C 10.26 -4.77 -6.14 0.783
O 10.17 -5.39 -4.95 -0.374
C 11.15 -6.31 -4.47 -0.422
C 12.30 -5.60 -3.78 -0.952
C 11.55 -4.85 -6.93 -0.982
H 11.49 -6.96 -5.27 0.368
H 10.62 -6.93 -3.76 0.314
H 12.85 -4.96 -4.46 0.272
H 13.00 -6.33 -3.37 0.351
H 11.93 -4.98 -2.96 0.302
H 12.15 -3.98 -6.69 0.250
H 11.29 -4.82 -7.99 0.320
H 12.14 -5.74 -6.74 0.313
```

Summary:
HOMO: -3.9 eV
Electronic energy: -3254.66045 Ha
Net charge: -1
Strongest force on any atom: 0.0104 hartree/bohr
Spin multiplicity: 1
Orbital gap: 5.527 eV



No. 4
Here is a single C19H28N8O2 molecule from the Open Molecules 2025 dataset. Energies are from the ωB97M-V functional and the def2-TZVPD basis.

Geometry as XYZ:
```
57
Properties=species:S:1:pos:R:3:mulliken_charge:R:1
C 3.61 1.01 -3.00 -1.433
C 3.02 1.98 -2.01 0.666
C 3.79 2.92 -1.35 -0.725
N 3.31 3.79 -0.47 -0.597
C 2.01 3.76 -0.21 -0.858
C 1.14 2.85 -0.81 0.541
C -0.31 2.94 -0.43 -0.045
O -0.75 3.93 0.13 -0.679
N -1.10 1.87 -0.78 0.057
C -2.51 1.88 -0.39 0.833
C -3.27 2.96 -1.15 -1.666
C -3.18 0.53 -0.64 -1.669
C -2.55 -0.69 0.02 -0.015
N -1.59 -1.36 -0.90 -0.087
C -0.27 -1.58 -0.51 -0.859
O 0.64 -0.85 -0.87 -0.501
C -0.02 -2.80 0.37 0.600
C -0.43 -4.10 -0.35 -1.034
C -1.75 -4.49 0.31 -0.526
C -1.53 -4.03 1.74 -0.854
N -0.86 -2.74 1.57 0.186
C -0.19 -2.26 2.76 -0.961
C 0.45 -0.94 2.51 0.504
N -0.21 0.23 2.37 -0.280
N 0.69 1.13 2.09 -0.554
N 1.84 0.51 2.08 1.083
C 3.09 1.17 1.74 -0.664
N 1.75 -0.78 2.33 -0.930
C 1.65 1.96 -1.73 0.311
H 3.24 1.21 -4.01 0.356
H 4.70 1.10 -3.03 0.367
H 3.36 -0.01 -2.75 0.255
H 4.86 2.97 -1.54 0.336
H 1.62 4.47 0.50 0.508
H -0.62 0.99 -0.90 -0.056
H -2.56 2.10 0.68 0.277
H -4.32 2.97 -0.83 0.417
H -2.84 3.94 -0.96 0.419
H -3.24 2.75 -2.22 0.357
H -4.20 0.63 -0.27 0.468
H -3.28 0.36 -1.72 0.345
H -2.04 -0.40 0.94 0.025
H -3.33 -1.41 0.30 0.521
H -1.55 -0.82 -1.75 0.514
H 1.05 -2.80 0.62 0.586
H -0.52 -3.96 -1.43 0.301
H 0.32 -4.86 -0.18 0.411
H -2.58 -3.94 -0.13 0.197
H -1.97 -5.55 0.24 0.433
H -2.46 -3.90 2.31 0.331
H -0.90 -4.75 2.28 0.364
H -0.93 -2.15 3.56 0.462
H 0.58 -2.95 3.11 0.446
H 3.31 0.99 0.69 0.218
H 2.96 2.23 1.91 0.338
H 3.87 0.76 2.37 0.293
H 1.02 1.24 -2.23 0.668
```

Summary:
HOMO: -9.0 eV
Electronic energy: -1329.35009 Ha
Strongest force on any atom: 0.0135 hartree/bohr
SMILES string: Cc1cncc(C(=O)N[C@@H](C)CCNC(=O)[C@@H]2CCCN2Cc2nnn(C)n2)c1
Spin multiplicity: 1
Orbital gap: 9.711 eV
Energy relative to the best compared isomer or geometry (same formula, charge and spin): 20.3 kcal/mol



No. 5
Here is 2 unconnected molecules or ions with the total composition H2N3O3 at a distorted geometry from the Open Molecules 2025 dataset. Energies are from the ωB97M-V functional and the def2-TZVPD basis.

Geometry as XYZ:
```
8
Properties=species:S:1:pos:R:3:mulliken_charge:R:1
N 0.25 0.36 -0.66 -0.836
N -1.14 -1.86 0.64 -0.167
N 0.91 1.06 0.15 1.164
O -2.15 -1.97 -0.07 -0.291
O 1.31 0.41 1.13 -0.754
O 1.24 2.20 -0.09 -0.759
H 0.01 0.86 -1.57 0.161
H -0.45 -1.06 0.47 0.482
```

Summary:
HOMO (spin up / spin down): -4.4 / -4.4 eV
Electronic energy: -391.02663 Ha
Net charge: -1
Strongest force on any atom: 0.0907 hartree/bohr
Spin multiplicity: 1
Orbital gap (spin up / spin down): 8.302 / 8.326 eV
Energy relative to the best compared isomer or geometry (same formula, charge and spin): 108.1 kcal/mol



- Which value of spin multiplicity does entry 1 give?
  1



Copy entry 1 word for word.
Here is a single C19H24N4O3S molecule at a distorted geometry from the Open Molecules 2025 dataset. Energies are from the ωB97M-V functional and the def2-TZVPD basis.

Geometry as XYZ:
```
51
Properties=species:S:1:pos:R:3:mulliken_charge:R:1
C 0.65 3.43 -2.39 -1.130
C 1.82 2.63 -2.91 0.615
S 1.31 1.28 -4.04 -0.208
C 0.67 0.15 -2.91 0.393
N 0.15 -1.01 -3.18 -0.690
N -0.17 -1.56 -1.99 -0.324
C 0.16 -0.72 -1.07 0.080
C 0.11 -0.91 0.41 0.181
C 1.39 -1.67 0.84 -1.113
C 2.56 -1.21 0.04 0.628
C 3.17 -1.90 -0.97 -1.074
N 4.13 -1.12 -1.56 0.069
C 4.14 0.11 -0.96 -0.572
C 4.90 1.24 -1.22 -0.802
C 4.67 2.36 -0.45 -0.573
C 3.71 2.35 0.56 -0.890
C 2.95 1.24 0.83 -0.214
C 3.16 0.09 0.06 1.438
N -1.08 -1.60 0.82 -0.190
C -2.14 -0.94 1.36 0.691
O -2.07 0.21 1.75 -0.664
O -3.19 -1.75 1.43 -0.498
C -4.43 -1.31 2.04 1.674
C -4.20 -0.95 3.51 -1.630
C -5.35 -2.52 1.92 -1.709
C -5.00 -0.12 1.26 -1.620
O 0.70 0.41 -1.59 0.084
H 0.00 2.81 -1.76 0.252
H 1.01 4.26 -1.79 0.345
H 0.06 3.83 -3.21 0.347
H 2.47 3.25 -3.53 0.454
H 2.40 2.18 -2.11 -0.648
H 0.08 0.08 0.88 0.472
H 1.55 -1.51 1.91 0.290
H 1.23 -2.73 0.66 0.341
H 2.99 -2.90 -1.31 0.429
H 4.72 -1.40 -2.33 0.180
H 5.65 1.24 -2.00 0.393
H 5.25 3.25 -0.63 0.392
H 3.56 3.25 1.14 0.410
H 2.21 1.25 1.62 0.444
H -1.27 -2.49 0.37 0.367
H -5.15 -0.71 3.97 0.460
H -3.76 -1.79 4.03 0.377
H -3.54 -0.10 3.58 0.344
H -4.93 -3.37 2.45 0.401
H -5.48 -2.80 0.87 0.403
H -6.33 -2.29 2.34 0.416
H -4.34 0.73 1.35 0.346
H -5.12 -0.38 0.21 0.377
H -5.98 0.14 1.67 0.457
```

Summary:
HOMO: -8.2 eV
Electronic energy: -1581.38607 Ha
Strongest force on any atom: 0.0324 hartree/bohr
SMILES string: CCSc1nnc([C@H](Cc2c[nH]c3ccccc23)NC(=O)OC(C)(C)C)o1
Spin multiplicity: 1
Orbital gap: 8.825 eV
Energy relative to the best compared isomer or geometry (same formula, charge and spin): 24.3 kcal/mol



Please write out number 4 again, unchanged.
Here is a single C19H28N8O2 molecule from the Open Molecules 2025 dataset. Energies are from the ωB97M-V functional and the def2-TZVPD basis.

Geometry as XYZ:
```
57
Properties=species:S:1:pos:R:3:mulliken_charge:R:1
C 3.61 1.01 -3.00 -1.433
C 3.02 1.98 -2.01 0.666
C 3.79 2.92 -1.35 -0.725
N 3.31 3.79 -0.47 -0.597
C 2.01 3.76 -0.21 -0.858
C 1.14 2.85 -0.81 0.541
C -0.31 2.94 -0.43 -0.045
O -0.75 3.93 0.13 -0.679
N -1.10 1.87 -0.78 0.057
C -2.51 1.88 -0.39 0.833
C -3.27 2.96 -1.15 -1.666
C -3.18 0.53 -0.64 -1.669
C -2.55 -0.69 0.02 -0.015
N -1.59 -1.36 -0.90 -0.087
C -0.27 -1.58 -0.51 -0.859
O 0.64 -0.85 -0.87 -0.501
C -0.02 -2.80 0.37 0.600
C -0.43 -4.10 -0.35 -1.034
C -1.75 -4.49 0.31 -0.526
C -1.53 -4.03 1.74 -0.854
N -0.86 -2.74 1.57 0.186
C -0.19 -2.26 2.76 -0.961
C 0.45 -0.94 2.51 0.504
N -0.21 0.23 2.37 -0.280
N 0.69 1.13 2.09 -0.554
N 1.84 0.51 2.08 1.083
C 3.09 1.17 1.74 -0.664
N 1.75 -0.78 2.33 -0.930
C 1.65 1.96 -1.73 0.311
H 3.24 1.21 -4.01 0.356
H 4.70 1.10 -3.03 0.367
H 3.36 -0.01 -2.75 0.255
H 4.86 2.97 -1.54 0.336
H 1.62 4.47 0.50 0.508
H -0.62 0.99 -0.90 -0.056
H -2.56 2.10 0.68 0.277
H -4.32 2.97 -0.83 0.417
H -2.84 3.94 -0.96 0.419
H -3.24 2.75 -2.22 0.357
H -4.20 0.63 -0.27 0.468
H -3.28 0.36 -1.72 0.345
H -2.04 -0.40 0.94 0.025
H -3.33 -1.41 0.30 0.521
H -1.55 -0.82 -1.75 0.514
H 1.05 -2.80 0.62 0.586
H -0.52 -3.96 -1.43 0.301
H 0.32 -4.86 -0.18 0.411
H -2.58 -3.94 -0.13 0.197
H -1.97 -5.55 0.24 0.433
H -2.46 -3.90 2.31 0.331
H -0.90 -4.75 2.28 0.364
H -0.93 -2.15 3.56 0.462
H 0.58 -2.95 3.11 0.446
H 3.31 0.99 0.69 0.218
H 2.96 2.23 1.91 0.338
H 3.87 0.76 2.37 0.293
H 1.02 1.24 -2.23 0.668
```

Summary:
HOMO: -9.0 eV
Electronic energy: -1329.35009 Ha
Strongest force on any atom: 0.0135 hartree/bohr
SMILES string: Cc1cncc(C(=O)N[C@@H](C)CCNC(=O)[C@@H]2CCCN2Cc2nnn(C)n2)c1
Spin multiplicity: 1
Orbital gap: 9.711 eV
Energy relative to the best compared isomer or geometry (same formula, charge and spin): 20.3 kcal/mol



- electronic energy of number 2 (C2H2F2NdO2)?
  -987.46494 Ha